A 3-piece molecular cluster, C23H45Cl2N3O8 overall at a distorted geometry. Source: the OMol25 dataset; level of theory: ωB97M-V/def2-TZVPD.

Geometry as XYZ:
```
81
Properties=species:S:1:pos:R:3:forces:R:3:mulliken_charge:R:1
H 0.3399 -1.9034 -7.1860 -0.044 -0.206 0.058 0.326
H -2.1870 -3.1139 -8.9911 0.004 0.006 0.057 0.384
C 0.8702 3.0370 5.8639 -2.329 -1.137 -0.458 1.038
C -1.6003 3.8286 -1.6203 0.897 -0.074 -0.016 -0.802
H 0.7239 -3.8202 -6.1243 -0.137 0.031 0.016 0.320
C 1.9031 2.0917 6.7471 1.082 0.195 -1.324 -0.444
C 0.8026 2.7562 4.2221 4.877 0.132 -3.644 -0.114
C -2.3997 -6.2767 -6.0680 0.342 -0.067 -0.099 -0.717
H -3.2863 1.7103 -2.0237 -0.201 0.015 0.092 0.288
C 3.4916 2.5475 6.4900 -0.043 -1.390 0.748 -0.747
C -3.1232 2.4435 -2.8166 0.336 0.027 -0.211 -0.681
H 1.4428 1.1680 -0.4917 -0.131 0.028 -0.121 0.366
Cl -1.0240 -0.7096 7.6166 1.175 -0.253 -2.633 -0.194
H -3.2395 1.9376 -3.7786 0.115 0.088 0.091 0.218
H 0.4632 0.7711 -2.4491 -0.097 0.032 0.100 0.221
H 1.6393 -2.2930 5.1930 -2.534 -0.164 1.176 0.267
C 0.3254 -3.4893 -5.1603 0.067 0.137 0.392 -0.669
C -1.0717 1.4589 4.9564 1.167 -0.038 -1.044 -0.002
C -0.3318 1.2069 0.8255 -0.115 -0.077 -0.350 -0.075
H -3.2535 -6.8264 -6.4787 -0.006 0.084 0.070 0.337
H 4.0028 2.5172 7.5623 -0.914 0.496 -2.408 0.285
O -1.8059 2.9740 -2.7520 -0.546 0.107 0.289 -0.318
H -0.7180 -3.5681 -8.1045 0.121 -0.110 -0.220 0.178
H -3.8721 3.2403 -2.7514 -0.006 -0.081 0.061 0.338
H 1.8304 0.9871 6.3514 -0.208 2.186 0.796 -0.107
O 0.0917 -2.0892 -5.1195 0.014 -0.027 -0.632 -0.343
C 0.6391 -2.4350 5.8292 0.540 1.269 1.079 -0.925
H -1.8914 -5.5191 -9.0846 -0.071 0.084 0.117 0.386
C 5.5536 1.8230 4.8018 -1.342 3.305 -5.718 0.181
H 1.0518 4.8192 7.0331 -0.230 -0.460 -1.317 0.285
H 6.9497 0.4576 5.2994 -0.092 1.873 0.063 0.339
H 0.1242 1.8255 1.6072 -0.020 -0.101 -0.303 -0.224
H -0.9338 0.4474 1.3385 0.147 0.141 -0.145 0.469
H -0.5930 -4.0278 -4.9191 0.041 -0.228 -0.153 0.213
H -2.3323 -1.1797 -5.8248 0.150 0.037 -0.089 0.416
C -0.6390 3.1716 -0.6160 -0.760 -0.200 -0.203 -0.191
H -0.3441 3.9106 0.1360 0.001 -0.069 -0.003 0.359
O 0.3003 -0.5494 -0.8258 0.283 0.490 0.077 -0.436
N -1.2710 2.0283 0.0532 0.208 0.164 -0.166 -0.226
O 6.9520 1.4633 5.2074 -3.797 -0.826 -1.023 -0.468
H 1.0573 -3.7338 -4.3841 -0.063 0.127 -0.091 0.307
O 1.8487 2.9397 3.3869 -7.613 -1.215 5.293 -0.555
H 0.3572 5.0602 5.4674 0.798 -0.690 0.885 0.313
O -0.5320 2.2273 3.7857 2.855 0.809 2.400 -0.308
C -0.1114 -0.0950 -2.1066 -0.016 -0.518 -0.020 -0.130
C -0.2817 -1.5129 -6.3731 -0.278 0.415 0.260 -0.543
H 0.2543 2.8617 -1.1648 0.143 0.203 -0.114 0.186
C 0.7801 0.4791 0.0431 -0.286 -0.230 0.396 -0.586
H 3.5027 0.8231 4.8409 1.451 1.391 1.401 0.124
C -2.2193 -5.0939 -8.1265 0.729 0.350 -0.287 -0.788
C -0.6607 2.4608 6.1877 -0.389 0.797 0.834 -0.758
H 3.5787 3.5879 5.9598 -0.173 -2.177 1.036 0.435
H -2.1611 -3.5080 -6.0844 -0.047 0.105 -0.215 0.070
H -1.1258 4.7417 -2.0040 -0.069 -0.109 0.081 0.381
N -2.3525 -2.9397 -6.9052 0.228 0.007 -0.225 -0.328
C -0.1967 -0.9924 5.9517 0.632 1.507 -3.986 0.229
H -1.7112 1.4357 -0.6456 0.118 0.177 0.112 0.080
H -1.4366 3.3521 6.1632 1.559 -1.725 -0.317 0.308
C -1.7905 -1.6032 -6.6790 0.069 -0.267 0.333 -0.726
H 0.0390 -0.9110 -2.8205 0.032 0.099 0.114 0.005
Cl 0.5877 -0.5372 3.2176 -1.418 0.944 2.974 -0.187
O 5.3162 2.5625 3.6845 2.300 -4.779 7.702 -0.466
H -2.7501 -5.4374 -5.4633 -0.218 -0.021 0.057 0.302
C -1.8104 -3.6120 -8.0919 -0.414 -0.433 0.521 -0.204
H -1.8334 -6.9511 -5.4204 0.013 0.102 -0.150 0.236
H -2.2291 1.3059 4.7785 2.518 0.393 0.451 0.290
H -2.0212 -0.9681 -7.5422 0.085 -0.095 -0.007 0.395
H -2.5410 4.1223 -1.1452 -0.036 -0.218 -0.009 0.408
H -1.1791 0.1321 -2.0962 -0.032 0.228 -0.176 0.107
N 1.0595 4.5288 6.0285 -0.433 -1.361 0.313 -0.596
H 4.5875 0.4389 6.3341 -0.918 1.968 -1.159 0.339
C 4.2231 1.3238 5.6293 1.160 -0.646 -0.026 -0.024
H -0.7236 2.0962 7.2979 0.115 0.115 -2.353 0.228
H -3.3051 -5.2141 -8.0685 0.048 0.059 0.205 0.400
O -1.5352 -5.8279 -7.1035 -0.599 0.032 0.040 -0.334
H 1.0197 -2.6516 6.9388 -1.110 0.165 -2.462 0.323
C -0.2773 0.0025 4.8089 -0.190 -3.088 4.693 0.062
H -0.0245 -3.2945 5.3929 1.275 1.769 0.946 0.284
H -0.0330 -0.4479 -6.2940 -0.036 -0.112 0.061 0.385
H 1.4125 -0.0290 0.7809 -0.047 0.044 -0.159 0.327
H 1.6382 2.0567 7.8925 0.314 0.458 -2.358 0.480
```
Positions in Å, forces in eV/Å.

## Properties
Net charge: 0
Calculated total energy (a.u.): -2589.52944
Largest force on an atom (eV Å⁻¹): 9.4
HOMO (hartree): -0.2982
Molecular weight (g mol⁻¹): 562.53

C23H45Cl2N5O4PTl as an isolated structure at a distorted geometry. Source: the OMol25 dataset; level of theory: ωB97M-V/def2-TZVPD.

Geometry as XYZ:
```
81
Properties=species:S:1:pos:R:3:forces:R:3:mulliken_charge:R:1
H 1.1350 -5.9242 -1.5565 -0.047 0.147 -0.021 0.326
H -1.4939 3.1942 -6.7215 0.163 0.047 0.189 0.379
C -2.3684 0.0888 -2.6298 0.193 1.027 -0.233 -0.257
H -2.0762 -1.7083 5.2404 -0.120 0.232 -0.253 0.385
H 2.6519 0.9677 5.2604 0.114 0.138 -0.111 0.296
H 4.8046 1.5129 -0.3258 -0.158 -0.078 0.021 0.337
Cl -2.9726 -0.2361 0.8640 0.479 0.104 -0.187 -0.468
Tl -0.6992 0.0662 -0.1785 0.285 0.064 -0.434 1.186
N -0.1928 -4.3124 -1.2406 0.146 -0.080 0.081 0.291
H 1.3227 -4.5284 -2.6506 -0.061 -0.141 0.009 0.277
C 3.7100 1.4354 -0.2556 -0.239 0.179 -0.163 -0.779
H 2.6519 -1.0802 -2.2581 -0.196 0.318 0.313 0.389
H -2.5710 -2.0168 -3.0658 -0.150 0.191 0.060 0.341
H 0.7308 2.2867 5.2568 -0.268 -0.051 0.018 0.279
O -0.5533 -2.3154 -0.2252 0.794 -1.024 -1.066 -0.610
C 2.6386 -0.9437 2.8646 -0.212 -0.080 0.123 -1.178
H 2.3994 2.1825 3.9607 0.097 -0.216 0.067 0.390
H -1.5780 3.3342 2.9797 -0.060 -0.237 -0.183 0.355
H -0.6817 -5.5706 0.3738 -0.102 0.134 -0.119 0.320
N 1.9038 0.2046 3.4276 0.070 0.130 -0.101 0.614
H -1.7441 -5.6848 -1.0480 0.001 0.156 0.141 0.351
C -0.1445 3.9288 -5.1893 0.024 -0.007 0.188 -0.408
C -1.2309 1.7622 -5.1406 0.367 0.323 0.222 -0.148
H 1.3603 -1.4289 5.4592 -0.191 -0.160 -0.055 0.212
C 2.6372 -0.5158 -1.2963 -0.635 0.080 0.204 -0.323
C -1.0034 2.9890 -5.7704 0.013 -0.316 0.087 -0.753
C -2.9272 -1.2735 -2.3398 -0.076 -0.277 0.273 -1.268
H 3.5199 -0.5937 2.3058 -0.315 -0.030 0.169 0.463
H -2.6135 -1.6081 -1.3387 -0.109 -0.091 -0.387 0.056
C 0.4288 -1.8384 5.0510 0.183 0.075 -0.116 -0.959
O 2.1256 -0.9966 -0.2812 0.814 0.287 -0.575 -0.454
C -1.5656 2.2492 2.8173 0.121 -0.223 -0.384 -0.512
C -0.9490 0.1428 -3.2174 -0.191 0.461 -0.269 0.770
N -0.3845 -0.7714 4.4878 0.272 0.583 -0.228 0.282
C 0.0758 -3.0152 -1.0599 -0.756 0.815 0.984 0.720
H 3.7617 1.0468 3.8754 -0.333 0.029 0.027 0.420
H -0.1504 -2.2998 5.8569 0.242 0.042 -0.013 0.458
H -1.9282 -1.8436 3.4584 0.019 0.165 0.170 0.163
C -1.7872 -1.1758 4.3234 0.084 0.049 -0.072 -0.784
H 4.5102 1.1935 -2.9803 -0.043 0.107 -0.035 0.330
H -4.0242 -1.2659 -2.3054 0.317 -0.092 -0.201 0.426
H -1.8846 0.9997 -5.5648 0.080 0.276 -0.113 0.401
C -2.9865 1.2408 -2.3031 0.106 -0.306 -0.227 0.442
N 3.1978 0.7085 -1.4066 0.166 -0.434 0.174 0.489
C 0.5995 -5.1538 -2.1233 -0.004 0.195 -0.018 -0.936
H -2.5107 2.1996 -2.5368 -0.009 -0.400 -0.026 0.393
H -4.7334 0.3802 -1.3711 0.054 0.430 -0.047 0.312
C 0.1759 2.4450 -3.3002 0.174 0.037 -0.093 0.876
H 1.9964 -1.4932 2.1658 0.239 0.211 0.212 0.214
Cl 0.4956 2.2640 0.1845 -0.172 -0.132 -0.051 -0.575
C 0.4500 3.6560 -3.9526 -0.309 -0.370 -0.120 -1.085
H -0.0477 -5.6560 -2.8515 0.093 0.130 0.085 0.323
H -5.0438 1.8477 -2.3517 0.217 -0.109 0.119 0.370
O 0.0103 -0.1236 -2.2484 -0.002 -0.495 1.434 -0.243
H -0.8800 -0.6659 -3.9739 -0.088 0.267 -0.044 0.449
C -0.2889 2.3256 4.8654 -0.037 -0.080 0.177 -1.006
H -0.5804 3.3772 4.7693 0.163 -0.164 0.152 0.372
H -4.2743 1.9824 -0.7659 -0.028 -0.180 -0.172 0.251
N -0.3867 1.7350 3.5345 0.316 -0.112 -0.022 0.425
H -2.4360 -0.3017 4.1856 0.164 -0.208 0.021 0.184
H 2.8608 0.6822 -3.4440 0.117 0.324 0.033 0.360
H 0.8806 -2.6016 -1.6847 -0.297 -0.010 0.149 -0.220
C -1.1796 -4.9905 -0.4158 -0.077 -0.035 0.040 -0.994
H 2.9762 -1.6190 3.6676 -0.011 0.133 -0.190 0.328
H -0.9680 1.8354 5.5763 0.100 0.091 -0.004 0.278
H 0.5793 2.2525 -2.3012 -0.080 0.013 -0.525 0.137
H 3.1396 2.3127 -2.7658 -0.078 -0.205 0.039 0.293
C 2.7099 1.1530 4.1769 -0.019 0.080 0.126 -1.292
H -2.4994 1.8119 3.1995 0.167 0.128 -0.079 0.218
H -1.8430 -4.2504 0.0394 0.143 -0.186 -0.127 0.237
H -1.4885 2.0600 1.7388 -0.086 0.106 0.613 -0.121
H 1.1246 4.3704 -3.4764 -0.274 -0.088 -0.175 0.422
H 3.4208 0.9169 0.6595 -0.022 0.094 -0.163 0.068
O -0.0594 -0.3797 1.9372 -0.302 0.162 0.077 0.075
C 3.4464 1.2633 -2.7232 0.215 -0.413 -0.052 -1.067
P 0.2563 0.2298 3.2662 -0.293 -0.846 0.186 -0.802
C -0.6300 1.4831 -3.9086 -0.455 -0.148 -0.067 -0.924
H 0.6754 -2.6197 4.3171 -0.018 0.001 0.101 0.225
C -4.3313 1.3575 -1.6680 -0.398 -0.054 0.188 -1.495
H 0.0435 4.8828 -5.6879 -0.049 -0.320 0.119 0.385
H 3.2844 2.4439 -0.2462 0.056 -0.162 0.128 0.318
```
Positions in Å, forces in eV/Å.

## Properties
Energy above the lowest of the compared OMol25 structures with the same formula, charge and spin (kcal/mol): 0.0
Net charge: 0
Calculated total energy (a.u.): -2912.43096
Largest force on an atom (eV Å⁻¹): 1.7
HOMO (hartree): -0.3018
Molecular weight (g mol⁻¹): 761.91

A 19-piece molecular cluster, C23H45Cl36NOS overall at a distorted geometry. Source: the OMol25 dataset; level of theory: ωB97M-V/def2-TZVPD.

Geometry as XYZ:
```
107
Properties=species:S:1:pos:R:3:forces:R:3:mulliken_charge:R:1
Cl -6.6386 -3.5340 5.8092 -0.032 -0.053 0.044 -0.141
O -0.3007 -0.0417 -1.3713 1.096 3.232 2.945 -0.630
Cl 3.9886 -0.0007 -0.7524 0.598 -1.414 -0.902 -0.104
Cl -4.7150 -1.6504 -1.7014 -0.031 0.025 -0.036 -0.191
C 1.1946 1.9247 -0.5731 0.406 -0.093 -1.673 0.631
Cl -0.1274 7.0908 -4.9954 0.038 0.104 -0.016 -0.150
C -3.3773 -4.2404 3.9245 -0.066 0.107 -0.131 -0.149
C 1.9152 2.4126 7.2272 -0.226 0.045 -0.256 -0.145
Cl -1.7797 -3.5007 3.7614 -0.248 -0.017 -0.320 -0.047
H -2.7091 7.4075 3.0711 -0.076 -0.113 -0.136 0.220
H 2.2520 0.7553 1.1170 0.001 1.491 -0.868 0.436
C 2.3197 1.7502 0.5459 0.088 0.394 0.782 -0.622
H -0.8976 0.8045 1.3802 -0.124 0.123 -0.788 0.349
Cl 0.5141 -6.3243 1.6207 0.043 0.034 -0.058 -0.145
H 2.4570 -1.0727 -2.1918 0.130 0.190 0.035 0.191
H 3.6854 -4.4855 -6.6543 0.093 0.120 0.189 -0.008
Cl 6.1886 2.2953 0.9119 0.109 0.054 0.024 -0.048
H -8.1692 -4.5906 4.3598 0.171 0.141 -0.012 0.333
Cl -4.0970 7.2514 1.1702 -0.062 0.104 0.006 -0.161
Cl 3.9080 -6.7901 -5.8019 0.073 -0.551 0.319 -0.109
H -0.5714 -3.0580 5.8503 0.230 0.153 0.020 0.273
Cl -1.0063 -7.3597 -2.9208 0.039 -0.051 0.078 -0.130
H 2.2848 4.7168 0.6617 -0.996 -0.679 -0.560 0.128
H -4.8166 10.4327 5.4047 0.098 -0.173 -0.102 0.276
C -3.0313 4.9222 -1.5485 -0.128 0.223 0.066 0.174
H 7.3209 4.1026 1.9261 -0.141 -0.172 0.061 0.290
C -4.5004 9.4058 5.5789 -0.114 0.162 0.221 -0.244
C -7.0840 -4.5514 4.4339 -0.152 -0.244 0.060 -0.293
H -5.1158 0.5593 -3.7775 0.123 0.040 -0.183 0.172
C -0.6311 2.8297 0.7408 1.417 0.220 -0.300 0.110
C 3.5434 -1.0292 -2.1218 0.011 -0.444 -0.122 -0.304
C -3.4077 6.6650 2.6896 0.067 -0.188 0.206 -0.172
C 4.3578 -5.3767 -9.6459 0.252 -0.095 -0.081 -0.281
Cl 4.1906 -0.3953 -3.6385 -0.007 0.044 -0.014 -0.186
Cl -5.2649 8.3587 4.3768 -0.459 0.493 0.327 -0.146
Cl 1.2158 -6.0060 4.4348 0.090 -0.118 -0.036 -0.156
C 7.3298 3.0219 2.0560 0.162 0.119 -0.119 -0.399
C 2.3159 -7.5325 -5.6171 -0.181 0.106 -0.114 -0.169
H -2.9414 5.3645 -0.5576 0.085 -0.143 -0.121 -0.290
Cl -2.9471 3.1615 -1.4010 -0.322 -0.053 -0.054 -0.219
C -1.4537 7.4542 -6.1052 -0.205 0.075 0.083 -0.197
Cl -3.2044 -3.4758 0.0023 0.090 -0.110 0.059 -0.110
C 4.1612 -3.7449 -6.0169 -0.150 0.407 -0.246 -0.088
Cl -5.0353 2.2116 -5.4593 -0.084 0.079 0.028 -0.190
H 2.3036 2.5801 1.3292 -0.368 -1.148 -1.177 -0.369
H 1.4357 1.6756 6.5845 0.140 -0.005 0.160 0.153
Cl 1.1530 -2.3774 4.3912 -0.218 -0.370 0.003 -0.099
C 0.3548 3.2936 -0.4758 0.347 -3.242 1.103 -0.377
C 1.6550 -5.6127 2.7679 0.186 0.169 -0.160 -0.036
Cl -2.9517 0.3235 -4.6788 0.028 -0.042 0.106 -0.148
C -2.4063 -6.4244 -2.3831 -0.015 -0.026 0.272 -0.023
H -2.3391 6.9050 -5.7888 0.203 -0.037 -0.049 0.215
H -4.0497 1.9161 -3.3375 0.015 -0.067 -0.246 -0.305
Cl -2.5502 5.1353 2.4546 0.020 0.049 0.054 -0.130
H -3.1691 -7.1089 -2.0165 0.104 0.067 -0.176 0.316
Cl -1.7314 5.5416 -2.5742 -0.148 0.054 0.030 -0.116
C -4.3559 1.2493 -4.1400 -0.097 -0.086 0.251 0.527
C 0.5126 -3.0176 5.9121 -0.072 -0.141 0.361 -0.140
H -6.6880 -5.5532 4.5925 0.079 0.205 -0.013 0.240
H 1.9790 -7.8942 -6.5874 0.141 -0.027 0.135 0.237
C -0.0498 0.9107 -0.5887 -0.181 -1.469 0.220 0.016
H -2.3774 -1.7736 -1.4108 -0.163 -0.025 0.129 -0.203
H -1.4934 3.5698 0.6259 0.891 -1.624 0.992 -0.551
Cl 3.8977 -3.6711 -9.5827 0.076 0.026 -0.055 -0.146
H 3.9431 -2.0287 -1.9579 0.052 0.185 -0.073 0.364
S 1.2449 4.8957 -0.2349 -0.271 -0.165 -0.250 -0.198
H -4.2123 6.5129 3.4075 0.355 -0.216 -0.399 0.244
Cl 2.8081 0.0636 4.0968 0.251 0.260 0.125 -0.032
H 4.8095 0.9946 3.2717 -0.265 0.071 -0.012 0.345
H 1.7173 1.7719 -1.5729 -0.737 0.507 1.061 0.440
C -3.1841 -2.5037 -1.4763 0.339 0.202 -0.310 0.633
C 4.0786 1.2884 4.0223 0.219 -0.210 -0.181 -0.660
Cl 3.1130 -6.4033 -8.9234 -0.076 -0.021 -0.368 -0.123
Cl -3.0818 -5.4671 -3.7075 -0.096 0.028 0.010 -0.190
H 1.6493 -4.5309 2.6476 -0.144 -0.166 0.091 -0.003
H 0.9104 -4.0170 6.0692 0.072 0.264 -0.057 0.178
H -4.8104 9.0879 6.5727 0.101 -0.066 -0.181 0.281
Cl 3.3802 -3.7665 -4.4319 -0.163 -0.015 -0.014 -0.112
H 2.6509 -6.0020 2.5639 -0.204 -0.076 0.071 0.348
H -3.0195 -3.1619 -2.3275 -0.162 0.050 0.176 -0.107
H 5.2892 -5.5124 -9.0981 -0.197 0.065 0.053 0.234
H 1.8011 3.4065 6.7983 0.109 -0.113 0.148 0.315
H -1.6536 8.5239 -6.0784 0.151 -0.147 -0.042 0.286
H -4.0741 -3.4966 4.3049 0.205 -0.117 0.035 0.198
H -2.0978 -5.7532 -1.5831 0.014 -0.046 -0.187 0.022
Cl -2.7380 9.3214 5.4724 0.005 0.047 0.056 -0.155
Cl -1.0498 6.9871 -7.7612 -0.094 0.037 -0.023 -0.158
Cl 6.9046 2.6418 3.7313 0.365 0.161 -0.001 -0.111
Cl -6.4284 -3.9078 2.9234 -0.266 -0.048 -0.166 -0.106
H 4.5582 1.3600 4.9956 -0.217 0.023 -0.134 0.378
Cl -3.3360 -5.6122 5.0397 -0.111 -0.041 0.005 -0.188
H -0.2534 3.2565 -1.4371 0.834 1.009 1.204 0.323
H -3.7069 -4.5886 2.9479 0.166 -0.005 0.167 0.168
Cl 3.4151 2.8699 3.5922 0.072 0.193 0.299 -0.094
H 4.4953 -5.6672 -10.6858 -0.148 0.075 0.144 0.334
H 4.0476 -2.7543 -6.4543 0.114 -0.072 0.213 0.339
Cl 3.6379 2.0339 7.3465 0.028 0.030 0.060 -0.162
H 8.3258 2.6338 1.8508 -0.204 -0.057 0.058 0.322
H -0.0365 2.7900 1.7104 -0.954 1.224 -1.011 0.453
Cl 5.8832 -4.1227 -5.8850 0.018 0.016 -0.141 -0.151
Cl 2.3689 -8.8898 -4.4861 -0.113 -0.004 -0.018 -0.178
N -0.9158 1.3605 0.5192 0.433 0.810 -1.881 -0.279
Cl 0.9730 -1.9931 7.2785 0.002 0.026 0.044 -0.179
H -3.9892 5.1947 -1.9884 0.165 -0.106 -0.013 0.395
Cl 1.1412 2.3799 8.8158 -0.057 0.014 -0.049 -0.173
H 3.3715 1.7832 0.0543 -2.439 0.645 1.192 0.114
H 1.6196 -6.7847 -5.2400 0.170 -0.086 0.059 0.227
```
Positions in Å, forces in eV/Å.

## Properties
Net charge: 0
Calculated total energy (a.u.): -17998.32501
Largest force on an atom (eV Å⁻¹): 4.5
HOMO (hartree): -0.3282
Molecular weight (g mol⁻¹): 1659.99